Below is a cluster of 2 separate species, C6H13Cl2IN in total, with properties calculated with ωB97M-V/def2-TZVPD.

For the HOMO energy, the calculation gives -13.078 eV. Its HOMO-LUMO gap is 9.91 eV. As for the total energy: -41062.3540 eV. Its spin multiplicity is 1. Its net charge is +1.

Geometry (Å):
I: -0.761340 4.319220 -0.115624
C: -0.784220 2.474106 -1.144205
C: 0.397785 1.552069 -0.858623
C: -0.105269 0.266171 -1.491993
N: -1.476290 0.177199 -0.879269
C: -1.998723 1.612862 -0.780224
H: -0.814683 2.713757 -2.204206
H: 0.480829 1.400347 0.222602
H: 1.359023 1.896958 -1.224701
H: 0.450647 -0.648911 -1.314669
H: -0.255026 0.402613 -2.563196
H: -1.375604 -0.189562 0.072637
H: -2.095443 -0.455542 -1.380939
H: -2.325047 1.760393 0.245733
H: -2.842084 1.744822 -1.450141
Cl: 1.476876 -4.426841 1.443512
C: 2.070460 -2.754942 1.471753
C: 1.196296 -1.859693 2.311253
Cl: -0.458772 -1.690641 1.608095
H: 2.129695 -2.407617 0.442676
H: 3.071418 -2.760807 1.900445
H: 1.618450 -0.860132 2.382781
H: 1.041020 -2.265828 3.306304

Forces on the atoms, in the same order (eV/Å):
0.0 0.0 0.1
0.0 -0.1 0.0
-0.1 -0.1 0.2
0.0 0.1 -0.2
-0.1 0.1 0.1
0.0 0.0 0.0
0.0 0.1 0.0
0.1 0.0 0.0
0.0 0.0 -0.2
0.0 0.0 0.2
0.1 -0.1 0.0
0.1 -0.2 0.0
-0.1 0.1 -0.1
0.0 0.0 0.0
0.0 0.0 0.0
0.0 0.0 0.0
0.0 0.0 0.0
0.0 0.0 0.0
0.0 0.0 0.0
0.0 0.0 0.0
0.0 0.0 0.0
0.0 0.0 0.0
0.0 0.0 0.0